Entry 1:
109
Properties=species:S:1:pos:R:3 method="wB97M-V/def2-TZVPD" total_charge=+1 gap_ha=0.3224
C 2.108 -1.343 -0.255
C 1.793 -2.846 -0.636
C 0.270 -3.221 -0.564
O -0.168 -3.577 0.497
O -0.580 -3.204 -1.674
C -0.678 -1.902 -2.253
C -2.172 -1.392 -1.964
N -2.168 -0.034 -1.407
C -1.884 1.125 -2.132
B -1.479 1.376 -3.644
O -1.570 2.670 -4.211
O -0.954 0.371 -4.502
C -1.963 2.260 -1.248
N -2.282 1.649 -0.033
C -2.425 2.555 1.139
C -2.412 0.287 -0.102
C -2.722 -0.495 1.179
C -3.271 -1.949 1.049
C -4.658 -2.074 0.330
S -4.857 -3.786 -0.340
O -5.406 -4.695 0.654
O -3.567 -4.331 -0.783
O -5.799 -3.745 -1.696
H 2.749 -0.907 -1.062
H 2.624 -1.333 0.730
H 1.196 -0.700 -0.161
H 2.152 -3.150 -1.644
H 2.301 -3.487 0.126
H 0.006 -1.140 -1.809
H -0.503 -1.903 -3.360
H -2.769 -2.152 -1.421
H -2.638 -1.314 -2.986
H -2.494 2.854 -4.454
H -1.664 -0.001 -5.053
H -1.780 3.330 -1.449
H -2.860 3.518 0.785
H -2.989 2.099 1.985
H -1.369 2.765 1.521
H -3.464 0.094 1.787
H -1.793 -0.520 1.812
H -2.460 -2.592 0.609
H -3.412 -2.349 2.091
H -5.542 -1.914 0.990
H -4.685 -1.413 -0.574
H -5.376 -4.398 -2.294
Cl 2.350 0.857 2.507
C 2.473 2.510 3.160
C 1.227 2.916 3.912
Cl -0.175 3.123 2.821
H 2.680 3.186 2.331
H 3.331 2.523 3.832
H 1.388 3.874 4.407
H 0.959 2.182 4.671
Cl 5.255 -5.744 0.240
C 5.494 -5.555 -1.515
C 6.010 -4.182 -1.875
Cl 4.779 -2.914 -1.601
H 4.547 -5.771 -2.010
H 6.217 -6.312 -1.820
H 6.269 -4.148 -2.933
H 6.902 -3.925 -1.296
Cl -6.097 4.079 2.090
C -5.501 5.634 2.729
C -4.845 6.474 1.659
Cl -3.304 5.766 1.106
H -4.816 5.423 3.549
H -6.364 6.162 3.135
H -4.616 7.464 2.054
H -5.491 6.596 0.791
Cl 9.002 -4.353 -0.970
C 9.610 -2.788 -0.365
C 10.271 -1.974 -1.453
Cl 11.805 -2.698 -1.994
H 10.294 -2.988 0.458
H 8.749 -2.247 0.031
H 10.506 -0.978 -1.076
H 9.624 -1.866 -2.322
Cl -8.357 8.012 4.524
C -8.714 6.345 5.043
C -8.211 6.061 6.440
Cl -6.430 6.020 6.517
H -8.276 5.663 4.314
H -9.797 6.228 5.010
H -8.564 5.082 6.765
H -8.562 6.805 7.153
Cl -6.792 -2.051 3.261
C -7.463 -3.690 3.021
C -8.903 -3.785 3.469
Cl -9.066 -3.652 5.237
H -6.828 -4.395 3.555
H -7.390 -3.909 1.956
H -9.312 -4.755 3.184
H -9.516 -3.008 3.013
Cl 5.952 1.280 0.786
C 5.766 1.708 -0.934
C 5.804 0.492 -1.831
Cl 7.420 -0.253 -1.888
H 6.548 2.421 -1.192
H 4.802 2.208 -1.032
H 5.553 0.779 -2.853
H 5.095 -0.268 -1.507
Cl 9.412 1.829 -5.294
C 8.962 0.688 -6.586
C 8.007 -0.376 -6.096
Cl 8.785 -1.506 -4.962
H 9.876 0.252 -6.986
H 8.489 1.274 -7.375
H 7.651 -0.970 -6.939
H 7.142 0.061 -5.598

=====

Entry 2:
98
Properties=species:S:1:pos:R:3 method="wB97M-V/def2-TZVPD" total_charge=0 smiles="Cl[PH2](Br)CCCCCCCCCCCCn1cccc1.COC(=O)OC.COC(=O)OC.COC(=O)OC.COC(=O)OC" gap_ha=0.3027
Cl 3.115 -0.125 0.272
P 3.923 -1.909 -0.638
Br 4.643 -3.909 -1.500
C 3.219 -1.399 -2.381
C 4.240 -0.289 -3.022
C 3.590 0.670 -4.182
C 2.114 1.326 -3.749
C 2.209 2.284 -2.423
C 0.809 2.473 -1.593
C -0.541 1.970 -2.374
C -1.934 2.143 -1.465
C -2.990 1.019 -2.110
C -4.427 1.070 -1.268
C -5.358 2.187 -2.025
C -6.965 1.864 -2.036
N -7.331 0.414 -2.262
C -8.476 -0.055 -1.382
C -8.749 -1.646 -1.691
C -7.631 -2.014 -2.863
C -6.785 -0.649 -3.189
H 3.085 -2.659 0.290
H 5.277 -1.562 -0.279
H 3.083 -2.376 -3.032
H 2.141 -0.969 -2.148
H 4.608 0.392 -2.139
H 5.150 -0.900 -3.485
H 4.335 1.487 -4.587
H 3.344 -0.037 -5.108
H 1.387 0.413 -3.656
H 1.705 2.000 -4.632
H 3.076 1.937 -1.698
H 2.522 3.362 -2.806
H 0.699 3.634 -1.354
H 0.925 1.951 -0.537
H -0.443 0.791 -2.534
H -0.614 2.545 -3.397
H -1.730 1.932 -0.321
H -2.427 3.201 -1.616
H -3.117 1.281 -3.247
H -2.503 -0.054 -2.050
H -4.196 1.328 -0.126
H -4.844 -0.023 -1.286
H -4.991 2.394 -3.131
H -5.225 3.200 -1.410
H -7.522 2.541 -2.844
H -7.391 2.212 -0.980
H -9.069 0.622 -0.604
H -9.538 -2.374 -1.191
H -7.451 -3.044 -3.390
H -5.911 -0.411 -3.932
C -1.829 -5.824 -1.820
O -2.064 -5.010 -0.673
C -1.031 -4.194 -0.345
O 0.034 -4.113 -0.937
O -1.388 -3.483 0.754
C -0.390 -2.576 1.216
H -2.719 -6.435 -1.990
H -1.663 -5.203 -2.706
H -0.979 -6.493 -1.651
H -0.167 -1.825 0.451
H 0.518 -3.115 1.507
H -0.782 -2.062 2.098
C 9.663 3.326 0.929
O 8.456 3.040 1.634
C 7.362 2.919 0.841
O 7.341 3.033 -0.375
O 6.294 2.650 1.634
C 5.064 2.496 0.930
H 10.472 3.401 1.661
H 9.903 2.517 0.232
H 9.585 4.282 0.403
H 5.120 1.654 0.233
H 4.802 3.420 0.403
H 4.280 2.284 1.662
C -6.289 -1.405 1.307
O -6.955 -1.618 2.550
C -6.734 -0.650 3.475
O -6.037 0.341 3.324
O -7.422 -0.977 4.598
C -7.281 -0.041 5.665
H -6.536 -2.238 0.643
H -6.633 -0.477 0.838
H -5.203 -1.389 1.449
H -7.665 0.941 5.371
H -6.235 0.029 5.982
H -7.872 -0.402 6.511
C 6.970 -0.853 7.259
O 6.649 -1.349 5.961
C 6.160 -0.412 5.110
O 5.985 0.769 5.368
O 5.900 -1.016 3.923
C 5.377 -0.144 2.924
H 7.352 -1.687 7.855
H 7.751 -0.088 7.198
H 6.077 -0.457 7.753
H 6.094 0.649 2.689
H 4.419 0.280 3.244
H 5.206 -0.732 2.018

=====

Entry 3:
87
Properties=species:S:1:pos:R:3 method="wB97M-V/def2-TZVPD" total_charge=0 smiles="CCCCCCCCCCCCCCCCCCCCP[PH2]=O.c1cc[nH]c1.c1cc[nH]c1" gap_ha=0.3119
C 8.934 2.533 -1.222
C 9.173 1.233 -0.433
C 7.927 0.344 -0.386
C 7.651 -0.322 -1.737
C 6.643 -1.487 -1.716
C 5.534 -1.406 -0.649
C 4.207 -2.027 -1.105
C 3.494 -2.816 0.000
C 2.063 -3.223 -0.381
C 1.067 -3.087 0.773
C -0.255 -3.820 0.507
C -1.464 -3.183 1.217
C -2.377 -2.404 0.266
C -3.405 -3.305 -0.405
C -4.399 -2.626 -1.383
C -4.165 -1.146 -1.690
C -4.983 -0.652 -2.895
C -6.439 -0.352 -2.552
C -6.672 0.862 -1.644
C -5.828 2.109 -1.987
P -6.670 3.733 -1.704
P -6.894 3.807 0.457
O -8.162 4.479 0.831
H 9.187 3.405 -0.627
H 9.540 2.552 -2.127
H 7.898 2.607 -1.550
H 9.463 1.475 0.589
H 10.001 0.671 -0.867
H 7.087 0.997 -0.143
H 8.013 -0.418 0.390
H 8.603 -0.698 -2.118
H 7.326 0.436 -2.451
H 6.167 -1.544 -2.694
H 7.198 -2.412 -1.566
H 5.868 -1.954 0.234
H 5.368 -0.380 -0.332
H 4.376 -2.701 -1.947
H 3.526 -1.246 -1.452
H 3.510 -2.244 0.928
H 4.077 -3.726 0.158
H 1.724 -2.595 -1.206
H 2.052 -4.261 -0.716
H 0.873 -2.027 0.955
H 1.543 -3.469 1.679
H -0.137 -4.860 0.804
H -0.428 -3.781 -0.570
H -1.093 -2.490 1.974
H -2.038 -3.932 1.765
H -1.751 -1.946 -0.502
H -2.878 -1.605 0.813
H -2.872 -4.087 -0.951
H -3.979 -3.831 0.358
H -4.407 -3.162 -2.333
H -5.405 -2.734 -0.974
H -4.403 -0.550 -0.807
H -3.112 -0.969 -1.910
H -4.481 0.211 -3.323
H -4.976 -1.450 -3.640
H -6.873 -1.232 -2.075
H -7.004 -0.206 -3.475
H -6.493 0.599 -0.601
H -7.727 1.129 -1.707
H -5.474 2.107 -3.013
H -4.968 2.153 -1.317
H -8.016 3.431 -1.975
H -5.738 4.462 0.919
H -6.751 2.509 1.001
C -11.089 2.018 2.911
C -11.613 0.710 3.106
C -10.980 -0.120 2.222
N -10.093 0.637 1.503
C -10.153 1.943 1.915
H -11.368 2.913 3.441
H -12.370 0.414 3.813
H -11.082 -1.177 2.043
H -9.496 0.289 0.778
H -9.529 2.703 1.468
C 8.102 4.478 2.529
C 9.187 5.202 3.096
C 10.038 4.288 3.658
N 9.509 3.043 3.452
C 8.331 3.149 2.766
H 7.253 4.887 2.007
H 9.326 6.269 3.092
H 10.969 4.417 4.182
H 9.923 2.183 3.758
H 7.761 2.275 2.502

=====

Entry 4:
86
Properties=species:S:1:pos:R:3 method="wB97M-V/def2-TZVPD" relative_energy_kj_mol=0.0 total_charge=+1 spin_multiplicity=6 gap_ha="0.2554 / 0.1390"
Ru 0.024 2.566 -0.464
C 3.034 -1.136 0.299
C 2.947 -0.732 1.666
C 1.982 -2.819 1.450
C 2.442 -2.413 0.169
C 2.331 -1.800 2.386
C 3.783 -0.470 -0.788
H 4.189 0.494 -0.475
H 3.143 -0.314 -1.670
H 4.626 -1.099 -1.121
C 2.422 -3.216 -1.075
H 2.428 -2.573 -1.959
H 1.551 -3.873 -1.115
H 3.312 -3.857 -1.131
C 1.368 -4.121 1.780
H 2.111 -4.929 1.895
H 0.673 -4.436 0.986
H 0.811 -4.068 2.724
C 2.156 -1.877 3.846
H 2.890 -2.554 4.306
H 1.164 -2.260 4.109
H 2.285 -0.897 4.311
C 3.499 0.491 2.275
H 4.478 0.293 2.741
H 2.839 0.875 3.064
H 3.651 1.289 1.538
C -1.270 3.428 -1.676
C 0.086 3.888 -1.882
C 0.515 5.172 -1.248
C 0.411 5.157 0.353
C 0.139 3.839 0.989
C -1.159 3.210 1.046
C -2.391 3.923 0.566
C -2.343 4.181 -0.957
H -0.095 6.017 -1.602
H -0.328 5.917 0.650
H 1.560 5.404 -1.513
H -2.306 5.255 -1.158
H -1.669 2.709 -2.361
H 0.617 3.552 -2.767
H -3.270 3.797 -1.383
H -3.287 3.325 0.819
H -1.335 2.525 1.882
H -2.518 4.869 1.117
H 1.400 5.464 0.728
H 0.801 3.548 1.799
P -1.464 0.298 -1.310
P -1.423 -0.440 1.793
C -3.076 0.534 -0.392
C -3.007 0.252 1.153
H -3.826 -0.118 -0.857
H -3.326 1.575 -0.600
H -3.241 1.164 1.727
H -3.790 -0.478 1.434
C -1.760 -2.006 2.598
H -0.799 -2.523 2.738
H -2.431 -2.616 1.980
H -2.210 -1.756 3.567
C -0.620 0.570 3.094
H -1.354 1.243 3.562
H 0.197 1.164 2.646
H -0.182 -0.092 3.857
C -1.272 0.403 -3.118
H -0.256 0.147 -3.428
H -1.424 1.440 -3.395
H -1.990 -0.219 -3.658
C 2.003 2.158 -0.562
H 2.274 1.338 0.116
H 2.539 3.066 -0.298
H 2.189 1.906 -1.614
C -0.929 -4.504 -1.298
Si -1.281 -2.852 -2.121
C -0.158 -2.693 -3.602
C -3.105 -2.847 -2.555
C -1.099 -1.437 -0.856
H -1.705 -5.178 -1.692
H -1.002 -4.490 -0.202
H 0.047 -4.897 -1.613
H -0.652 -3.255 -4.409
H 0.018 -1.671 -3.953
H 0.811 -3.167 -3.393
H -3.696 -3.180 -1.688
H -3.487 -1.877 -2.901
H -3.228 -3.588 -3.357
H -0.095 -1.359 -0.402
H -1.886 -1.758 -0.139

=====

Entry 5:
95
Properties=species:S:1:pos:R:3 method="wB97M-V/def2-TZVPD" relative_energy_kj_mol=599.2 total_charge=-1 gap_ha=0.2357
C 1.198 1.014 6.119
O 0.042 1.766 6.564
C -1.191 1.208 6.003
C -1.409 1.786 4.501
C -2.509 2.983 4.451
C -1.875 4.337 5.079
C -1.499 5.425 3.952
C -0.534 4.796 2.813
C 0.258 5.949 2.011
C 0.200 5.614 0.439
C 1.627 5.260 -0.199
C 2.265 3.866 0.328
C 1.772 2.682 -0.631
C 1.396 1.299 0.150
C 0.278 1.694 1.228
O 0.936 0.410 -0.905
C 0.372 -0.810 -0.405
N -1.137 -0.689 -0.606
C 0.830 -2.153 -1.165
C -0.149 -2.649 -2.327
C -0.311 -1.607 -3.548
C -1.508 -2.030 -4.573
O -0.899 -2.478 -5.838
O 1.040 -3.154 -0.106
C -0.196 -3.673 0.406
C 0.201 -4.546 1.729
C 1.263 -3.676 2.602
C 0.994 -3.821 4.202
I 3.314 -4.401 2.266
C 2.309 -2.033 -1.853
O 2.637 -1.145 -2.702
O 3.279 -2.993 -1.534
P 2.941 0.446 0.918
N 4.097 1.484 1.322
H 1.591 1.366 5.105
H 0.985 -0.118 6.109
H 2.033 1.192 6.898
H -2.054 1.544 6.679
H -1.149 0.064 5.966
H -1.747 0.950 3.796
H -0.405 2.236 4.175
H -2.705 3.195 3.343
H -3.482 2.663 4.986
H -2.695 4.791 5.746
H -0.947 4.014 5.678
H -2.480 5.771 3.469
H -0.932 6.306 4.426
H 0.236 4.149 3.369
H -1.190 4.186 2.110
H -0.214 6.954 2.285
H 1.356 5.912 2.332
H -0.549 4.803 0.145
H -0.163 6.581 -0.088
H 1.538 5.154 -1.348
H 2.412 6.079 -0.024
H 2.138 3.688 1.445
H 3.404 3.973 0.155
H 0.786 3.021 -1.117
H 2.534 2.388 -1.435
H -0.326 0.823 1.650
H 0.702 2.256 2.145
H -0.475 2.408 0.732
H 0.497 -0.982 0.726
H -1.578 -0.860 0.323
H -1.326 0.323 -0.771
H 0.279 -3.647 -2.730
H -1.217 -2.895 -1.987
H 0.647 -1.640 -4.193
H -0.473 -0.535 -3.147
H -2.085 -1.069 -4.833
H -2.177 -2.849 -4.151
H -0.365 -1.734 -6.212
H -0.651 -4.444 -0.320
H -0.949 -2.897 0.775
H 0.674 -5.542 1.443
H -0.751 -4.714 2.341
H 1.229 -2.561 2.370
H 1.571 -4.752 4.555
H 1.474 -2.913 4.729
H -0.127 -3.900 4.454
H 3.527 -0.508 0.003
H 2.515 -0.276 2.096
H 4.950 1.205 0.797
O -3.416 -7.140 -8.791
C -2.864 -6.070 -8.829
O -3.517 -4.880 -8.930
C -2.559 -3.823 -9.059
C -1.277 -4.375 -8.483
C -1.375 -5.848 -8.817
H -2.462 -3.567 -10.119
H -2.906 -2.943 -8.514
H -0.383 -3.893 -8.883
H -1.273 -4.244 -7.397
H -0.974 -6.069 -9.810
H -0.892 -6.465 -8.061